1.
Computed, not measured: a 10-piece molecular cluster, C39H95N3O15 overall, with the ωB97M-V functional and the def2-TZVPD basis.

Values from the calculation:
SMILES: CC1(C)CCCC(C)(C)N1O.CC1(C)CCCC(C)(C)N1O.CC1(C)CCCC(C)(C)N1O.OCCO.OCCO.OCCO.OCCO.OCCO.CO.CO

```
! wB97M-V def2-TZVPD RIJCOSX def2/J DEFGRID3
* xyz 0 1
C 13.0452 20.4728 14.5307
C 11.8557 20.3657 15.4742
O 12.3672 19.9469 16.6888
O 13.5995 19.1747 14.3351
H 13.7485 21.1254 15.0665
H 12.7954 20.9427 13.5829
H 11.1243 19.6593 15.0734
H 11.2460 21.2639 15.6145
H 12.9302 19.1598 16.5649
H 13.8070 18.9414 13.3702
C 17.6290 21.2347 12.8966
C 17.5085 20.3945 14.1221
O 18.0276 21.1880 15.1786
O 17.1050 20.4552 11.8173
H 18.6029 21.6643 12.7243
H 16.9028 22.0426 13.0508
H 18.0198 19.3948 13.9832
H 16.4625 20.1644 14.3978
H 17.6250 20.9489 15.9962
H 17.7986 19.9644 11.3721
C 18.6310 13.5969 14.1450
C 19.0319 14.6353 13.1558
O 19.1522 14.0936 11.8767
O 19.6413 12.6249 14.1279
H 17.6206 13.2579 13.8586
H 18.5688 13.9958 15.1500
H 20.0328 15.0233 13.4932
H 18.3527 15.5141 13.1134
H 19.6058 13.2286 12.0101
H 19.3079 11.7499 14.1253
C 15.9058 17.6271 12.8076
C 15.1302 16.3349 12.8770
O 15.7829 15.2289 13.3770
O 15.0675 18.4616 11.9695
H 16.7934 17.3135 12.3078
H 16.0953 18.1069 13.7356
H 14.8995 16.0469 11.8668
H 14.1604 16.6003 13.3629
H 15.6848 15.0448 14.3160
H 15.7108 19.1372 11.7582
C 15.6658 20.5148 17.4106
C 15.7263 18.9906 17.3350
O 14.7746 18.3128 16.5269
O 14.6120 21.0620 18.1096
H 15.5466 20.8310 16.3254
H 16.6165 20.8240 17.8874
H 15.5884 18.6851 18.3522
H 16.7417 18.7104 17.0025
H 14.6223 18.8119 15.7216
H 13.7224 20.8039 17.7897
C 14.9760 11.4158 13.3500
C 13.3959 11.3647 13.2812
C 12.7722 12.4776 12.4557
C 13.0132 12.2855 10.9466
C 12.4723 10.8378 10.6173
C 13.0688 9.7347 11.4485
N 12.9329 10.0818 12.8374
O 13.5575 9.1493 13.6798
C 12.1396 8.5616 11.2648
C 14.4876 9.2562 10.9555
C 12.9562 11.4743 14.7551
H 15.3088 12.1883 14.0481
H 15.5113 11.4917 12.3785
H 15.3009 10.4471 13.6922
H 11.6870 12.4941 12.6640
H 13.2421 13.4276 12.7483
H 14.0522 12.3685 10.6233
H 12.2943 12.9536 10.4197
H 12.7362 10.6579 9.5817
H 11.3910 10.8101 10.7300
H 11.0926 8.9206 11.4238
H 12.1714 8.0931 10.2598
H 12.3760 7.7089 11.8983
H 14.8769 8.4531 11.5662
H 14.3353 8.8481 9.9718
H 15.2798 9.9964 10.9662
H 13.4764 10.7912 15.4242
H 11.9011 11.2816 14.8327
H 13.0815 12.5044 15.1039
H 12.8493 8.5194 13.9028
C 12.5610 18.6422 8.8762
C 11.6484 17.4013 8.9067
C 12.4416 16.2062 9.2853
C 12.6516 16.1523 10.7727
C 11.3507 16.2324 11.5496
C 10.5706 17.5180 11.2572
N 10.4104 17.5068 9.7466
O 9.6915 18.6414 9.3506
C 9.1979 17.3706 11.7958
C 11.2895 18.8028 11.7682
C 11.0907 17.1736 7.5251
H 12.0736 19.5449 9.2105
H 12.9810 18.8559 7.8998
H 13.4022 18.5328 9.5483
H 11.9909 15.2900 8.9024
H 13.4689 16.2793 8.8631
H 13.2514 17.0042 11.0638
H 13.2787 15.2700 11.1104
H 11.5584 16.1302 12.6168
H 10.6392 15.3595 11.3179
H 8.5934 18.2296 11.5010
H 8.7647 16.4684 11.3823
H 9.2078 17.4010 12.8930
H 11.0072 18.9586 12.8039
H 12.3664 18.7176 11.6883
H 10.9618 19.7058 11.2298
H 10.2841 16.4514 7.4532
H 11.9369 16.9055 6.8311
H 10.6731 18.0922 7.0362
H 8.8260 18.3107 9.0684
C 23.0161 17.9037 15.3428
C 21.6207 18.1800 15.9274
C 20.6311 17.1124 15.4381
C 19.3548 17.1868 16.2229
C 19.6907 16.9550 17.6881
C 20.6287 17.9877 18.2164
N 21.8192 18.0143 17.3879
O 22.5793 19.1392 17.8616
C 19.9286 19.3282 18.2666
C 21.0855 17.6360 19.6526
C 21.1744 19.6230 15.5870
H 23.6592 18.6472 15.8133
H 23.0327 18.0802 14.2634
H 23.3423 16.8883 15.5738
H 20.3780 17.3340 14.3909
H 21.0242 16.1024 15.5706
H 18.6307 16.4055 15.9264
H 18.8783 18.1370 16.0584
H 20.0683 15.9809 17.8863
H 18.7662 16.9665 18.2793
H 19.1966 19.2290 19.0870
H 20.5704 20.1745 18.5454
H 19.3588 19.6126 17.3935
H 21.6355 18.4712 20.1135
H 20.2636 17.4003 20.3609
H 21.7509 16.7787 19.5803
H 21.6150 20.3964 16.1792
H 20.1224 19.7820 15.5872
H 21.5330 19.8982 14.5620
H 23.2765 18.6916 18.3689
C 15.9826 14.8631 17.5334
O 15.8974 15.6613 16.3729
H 15.6280 15.3332 18.4245
H 15.3771 13.9688 17.3831
H 16.9936 14.4951 17.7293
H 15.5186 16.5562 16.5909
C 16.3732 14.5999 10.1085
O 17.3433 15.6795 10.2530
H 16.0632 14.2818 11.0886
H 15.5126 15.0055 9.5576
H 16.7979 13.8063 9.4850
H 17.9965 15.3360 10.8942
*
```

2.
Computed, not measured: C12H24FHfO4 as an isolated structure, with the ωB97M-V functional and the def2-TZVPD basis.

```
! wB97M-V def2-TZVPD RIJCOSX def2/J DEFGRID3
* xyz 3 1
Hf -3.0867 -2.1617 -0.5184
F -1.0838 -0.9750 -0.2891
C 0.8266 1.0603 -2.7782
C 0.8439 2.2526 -1.8003
O -0.0066 3.0929 -1.8776
C 1.7001 2.2147 -0.5923
H -0.1030 1.2324 -3.3207
H 0.6135 0.1446 -2.2266
H 1.7053 1.0014 -3.4206
H 1.9814 3.2056 -0.2360
H 2.5699 1.6247 -0.8812
H 1.2825 1.5224 0.1387
C 2.2011 -1.8419 -1.0461
C 3.0100 -2.4182 -2.0866
O 4.1015 -1.9521 -2.3538
C 2.7720 -3.8557 -2.5065
H 2.6927 -0.9581 -0.6397
H 2.0027 -2.5416 -0.2342
H 1.1932 -1.5256 -1.3147
H 2.3370 -3.7733 -3.5025
H 2.0284 -4.0894 -1.7446
H 3.6822 -4.4542 -2.5459
C -3.7308 2.3843 -0.1065
C -3.9845 1.2895 0.8325
O -3.6147 0.1431 0.5995
C -4.6463 1.6878 2.1619
H -3.7527 1.9424 -1.1026
H -2.9164 3.0447 0.1915
H -4.6481 2.9730 -0.1035
H -4.8496 2.7436 2.3413
H -3.9307 1.3577 2.9151
H -5.5432 1.0966 2.3462
C 1.9653 -1.0235 2.2830
C 0.4945 -1.1085 2.6961
O -0.1155 -2.2314 2.7558
C -0.1925 0.2427 2.8343
H 2.6658 -0.6227 3.0156
H 2.0624 -0.5284 1.3167
H 2.3685 -2.0330 2.2034
H 0.4404 0.9826 2.3444
H -0.1579 0.5519 3.8790
H -1.1784 0.3031 2.3735
*
```

Results for HOMO: -8.523 -18.414 (in eV, following the order of the records).